[1]
Density functional theory data (the ωB97M-V functional and the def2-TZVPD basis) for a structure of composition C46H40AlF3GeN4S.

Atoms and positions in Å:
Al  1.414  0.101  -0.203
C  -1.418  -5.710  0.495
C  -2.193  -4.949  1.541
C  -2.982  -5.608  2.476
C  -3.691  -4.914  3.448
C  -3.637  -3.530  3.480
C  -2.874  -2.846  2.544
C  -2.145  -3.554  1.596
N  -1.350  -2.895  0.608
C  -0.467  -1.883  0.774
N  -0.266  -1.476  2.034
C  0.676  -0.558  2.575
C  1.477  0.235  1.761
C  2.460  1.006  2.390
C  2.612  1.003  3.764
C  1.756  0.234  4.545
C  0.782  -0.568  3.972
C  -0.115  -1.432  4.825
N  0.185  -1.381  -0.284
C  -0.132  -1.996  -1.555
C  -1.312  -1.663  -2.212
C  -1.617  -2.227  -3.442
C  -0.725  -3.123  -4.018
C  0.448  -3.452  -3.355
C  0.767  -2.907  -2.112
C  2.038  -3.310  -1.408
H  -1.498  -6.782  0.662
H  -0.359  -5.442  0.510
H  -1.792  -5.514  -0.516
H  -3.030  -6.690  2.447
H  -4.288  -5.454  4.171
H  -4.197  -2.976  4.222
H  -2.863  -1.764  2.543
H  -1.392  -3.273  -0.326
H  -0.786  -2.002  2.717
H  3.116  1.624  1.787
H  3.381  1.604  4.233
H  1.860  0.238  5.625
H  0.105  -1.284  5.880
H  0.021  -2.498  4.614
H  -1.173  -1.194  4.680
H  -1.994  -0.954  -1.755
H  -2.538  -1.963  -3.945
H  -0.943  -3.565  -4.981
H  1.142  -4.150  -3.809
H  2.738  -3.761  -2.110
H  1.832  -4.048  -0.627
H  2.541  -2.473  -0.927
F  5.550  0.198  -4.874
C  5.139  0.162  -3.597
F  5.735  1.170  -2.952
F  5.587  -0.982  -3.064
C  3.637  0.258  -3.513
C  2.881  0.357  -4.664
C  1.495  0.444  -4.592
C  0.909  0.415  -3.353
N  1.635  0.301  -2.229
C  2.984  0.240  -2.274
S  3.675  0.146  -0.680
H  3.378  0.373  -5.625
H  0.885  0.541  -5.480
H  -0.163  0.490  -3.232
C  2.274  6.076  2.190
C  2.083  6.107  0.817
C  1.447  5.051  0.175
C  0.991  3.948  0.904
C  1.177  3.938  2.291
C  1.813  4.993  2.929
Ge  0.013  2.512  0.052
C  -0.418  2.927  -1.800
C  -1.737  2.856  -2.257
C  -2.041  3.177  -3.576
C  -1.034  3.570  -4.448
C  0.283  3.635  -4.006
C  0.591  3.302  -2.695
C  -1.608  2.089  1.026
C  -2.425  1.037  0.600
C  -3.645  0.786  1.212
C  -4.052  1.568  2.287
C  -3.244  2.606  2.732
C  -2.033  2.871  2.103
H  2.771  6.900  2.687
H  2.427  6.957  0.240
H  1.284  5.112  -0.891
H  0.824  3.103  2.882
H  1.947  4.972  4.003
H  -2.535  2.574  -1.581
H  -3.068  3.131  -3.918
H  -1.275  3.827  -5.472
H  1.071  3.936  -4.687
H  1.629  3.319  -2.376
H  -2.118  0.422  -0.241
H  -4.284  -0.009  0.845
H  -5.005  1.379  2.766
H  -3.566  3.227  3.560
H  -1.436  3.709  2.439

Energy relative to the best compared isomer or geometry (same formula, charge and spin) ... 0.00 kJ/mol
Frontier orbital gap (alpha / beta) ... 7.609 / 6.351 eV
Charge ... +1
2S+1 ... 2

Löwdin atomic charge list, values in e, 5 entries: 0.110 -0.027 -0.200 -0.027 -0.063

[2]
Density functional theory data (the ωB97M-V functional and the def2-TZVPD basis) for a structure of composition C46H40AsBrF5LaN4O5PS at a distorted geometry.

Atoms and positions in Å:
La  0.302  0.091  -0.389
C  -2.189  3.213  -3.187
C  -1.288  2.721  -2.099
N  -0.186  2.108  -2.297
O  0.172  1.972  -3.622
C  -1.668  2.945  -0.682
C  -2.761  3.887  -0.294
N  -0.996  2.273  0.178
O  -1.242  2.415  1.449
H  -1.855  2.847  -4.153
H  -2.208  4.305  -3.208
H  -3.205  2.860  -2.993
H  0.917  1.357  -3.536
H  -3.746  3.454  -0.507
H  -2.681  4.840  -0.827
H  -2.692  4.061  0.777
F  -4.300  -3.903  3.588
C  -3.978  -3.076  2.587
C  -2.664  -2.757  2.333
F  -1.695  -3.282  3.094
C  -2.366  -1.902  1.295
F  -1.066  -1.632  1.076
C  -3.306  -1.295  0.474
S  -2.854  -0.167  -0.750
C  -4.621  -1.663  0.760
F  -5.621  -1.159  0.031
C  -4.954  -2.526  1.783
F  -6.234  -2.839  2.012
C  3.439  -1.872  -0.060
C  1.916  -1.727  -0.139
O  1.266  -2.774  -0.276
H  3.734  -2.926  0.035
H  3.839  -1.285  0.774
H  3.863  -1.461  -0.985
C  1.457  -3.782  3.331
C  1.394  -2.406  2.841
N  1.325  -1.358  2.385
H  2.071  -4.377  2.654
H  0.452  -4.199  3.357
H  1.884  -3.807  4.332
Br  3.790  -2.162  -7.344
C  2.473  -2.537  -6.033
C  1.767  -3.727  -6.095
N  0.829  -4.050  -5.203
C  0.576  -3.179  -4.223
C  1.245  -1.968  -4.092
C  2.221  -1.639  -5.017
C  0.929  -1.050  -2.949
O  -0.129  -1.245  -2.309
O  1.751  -0.119  -2.670
H  1.965  -4.443  -6.885
H  -0.187  -3.444  -3.499
H  2.761  -0.705  -4.924
C  1.013  3.418  2.567
C  2.096  3.886  3.540
As  1.689  5.628  4.382
C  2.695  5.349  6.045
C  3.825  4.535  6.105
C  4.497  4.340  7.309
C  4.052  4.963  8.468
C  2.943  5.801  8.414
C  2.277  5.996  7.211
C  -0.090  5.202  5.065
C  -0.335  4.174  5.974
C  -1.631  3.905  6.397
C  -2.694  4.666  5.922
C  -2.459  5.691  5.016
C  -1.161  5.954  4.587
P  0.945  1.581  2.178
C  2.815  1.335  2.182
C  3.362  1.918  1.028
C  4.720  1.858  0.736
C  5.580  1.191  1.599
C  5.060  0.587  2.737
C  3.699  0.656  3.022
C  0.253  0.939  3.763
C  -1.094  0.552  3.725
C  -1.721  0.028  4.849
C  -1.017  -0.120  6.038
C  0.315  0.273  6.094
C  0.939  0.803  4.969
H  1.086  3.932  1.609
H  0.026  3.636  2.961
H  3.057  3.999  3.042
H  2.228  3.165  4.348
H  4.192  4.040  5.213
H  5.369  3.696  7.338
H  4.565  4.797  9.409
H  2.594  6.301  9.311
H  1.409  6.644  7.178
H  0.486  3.574  6.347
H  -1.810  3.093  7.093
H  -3.705  4.453  6.253
H  -3.284  6.287  4.642
H  -0.979  6.745  3.869
H  2.698  2.450  0.343
H  5.103  2.318  -0.168
H  6.640  1.128  1.379
H  5.719  0.040  3.404
H  3.335  0.140  3.899
H  -1.650  0.674  2.800
H  -2.765  -0.264  4.793
H  -1.503  -0.528  6.918
H  0.872  0.178  7.021
H  1.974  1.105  5.058

Energy relative to the best compared isomer or geometry (same formula, charge and spin) ... 77.79 kJ/mol
Frontier orbital gap ... 6.386 eV
Charge ... -1
2S+1 ... 1

Löwdin atomic charge list, values in e, 5 entries: 1.886 -0.007 -0.303 -0.053 -0.054